Record 1
# C4H6N2O

One molecule with the formula C4H6N2O (the ωB97M-V functional and the def2-TZVPD basis, OMol25).

```
13
C4H6N2O | OMol25 | the ωB97M-V functional and the def2-TZVPD basis
H -2.70656 -0.28428 0.57721
N -1.98467 -0.58815 -0.08364
C -0.84244 -0.04176 0.14070
N -0.65719 0.98591 1.05664
O 0.45601 1.69713 0.53452
C 1.39004 0.67667 0.15581
C 0.38565 -0.36686 -0.43542
C 0.50143 -1.51321 -1.07876
H -1.45790 1.72157 1.18026
H 2.01483 0.51358 1.00062
H 2.06440 1.26209 -0.56040
H -0.50061 -1.95833 -1.06598
H 1.33701 -2.10437 -1.42156
```

The spin multiplicity is 1. The electronic energy comes out at -340.6418 Eh. Its SMILES is [H]/N=C1\NOCC1=C. The energy above the lowest of the compared OMol25 structures with the same formula, charge and spin is 4.166 eV. As for the orbital gap: 0.339 hartree. The calculation puts the strongest force on any atom at 5.4 eV/A. The calculation puts the molar mass at 98.11 g/mol.

Computed Mulliken charges, given in elementary charges: H 0.22; N -0.69; C 0.33; N -0.31; O -0.29; C -0.23; C 0.41; C -0.89; H 0.33; H 0.22; H 0.23; H 0.34; H 0.34

---

Record 2
# C3H7NSi

One molecule with the formula C3H7NSi (the ωB97M-V functional and the def2-TZVPD basis, OMol25).

```
12
C3H7NSi | OMol25 | the ωB97M-V functional and the def2-TZVPD basis
C 0.85195 -0.02852 -1.97872
C -0.15759 1.54863 0.60939
C 0.08119 -1.71792 0.72905
N -1.29048 -0.04277 -1.71066
Si -0.41623 -0.13900 -0.25668
H 0.70980 0.63917 -2.76572
H 0.33220 2.23966 -0.06321
H -1.01234 2.02468 0.85357
H 0.38239 1.53660 1.59041
H -0.14640 -1.70524 1.81300
H -0.41843 -2.59963 0.31510
H 1.08393 -1.75563 0.86446
```

The spin multiplicity is 1. The electronic energy comes out at -462.5074 Eh. The energy above the lowest of the compared OMol25 structures with the same formula, charge and spin is 6.251 eV. As for the orbital gap (spin up / spin down): 0.346 / 0.292 hartree. The calculation puts the strongest force on any atom at 5.0 eV/A. The calculation puts the molar mass at 85.18 g/mol.

Computed Mulliken charges, given in elementary charges: C -0.49; C -1.10; C -1.08; N -0.38; Si 0.66; H 0.36; H 0.31; H 0.41; H 0.31; H 0.33; H 0.29; H 0.39